{"formula": "C4H6O2", "method": "ωB97M-V/def2-TZVPD", "relative_energy_ev": 3.4939, "smiles": "O=C=CO.C=C", "e_lumo_ev": 0.92, "gap_ev": 8.79, "e_homo_ev": -7.87, "symbols": ["O", "O", "C", "C", "C", "C", "H", "H", "H", "H", "H", "H"], "positions_angstrom": [[-1.36232, 0.76138, 1.14006], [-1.20790, 1.27440, -1.92532], [-0.64162, 0.44747, 0.22596], [0.44447, -1.30566, 0.62783], [-0.40620, 0.53412, -1.09890], [1.21569, -0.21203, 0.88568], [1.13435, 0.31985, 1.82729], [2.03009, 0.07872, 0.22979], [-0.28268, -1.66229, 1.34944], [-1.94784, 1.62255, -1.40946], [0.60172, -1.92146, -0.25132], [0.42224, 0.06295, -1.60104]], "forces_ev_per_angstrom": [[0.314, -0.145, -0.426], [-0.209, 0.115, 0.117], [-0.287, 0.172, 0.136], [0.033, 0.010, 0.021], [0.176, -0.148, 0.098], [0.047, -0.074, 0.037], [0.007, -0.067, -0.129], [-0.148, -0.056, 0.079], [0.099, 0.058, -0.094], [0.071, -0.009, -0.104], [0.004, 0.099, 0.131], [-0.105, 0.046, 0.133]]}

---

{"formula": "C4H6N2O", "method": "ωB97M-V/def2-TZVPD", "relative_energy_ev": 1.6471, "smiles": "Cc1cc(=O)[nH][nH]1", "e_lumo_ev": 0.74, "gap_ev": 9.52, "e_homo_ev": -8.78, "symbols": ["O", "N", "N", "C", "C", "C", "C", "H", "H", "H", "H", "H", "H"], "positions_angstrom": [[-1.87797, -1.52897, 1.85018], [0.97606, -0.58389, 0.36580], [0.11825, -1.58518, 0.88485], [0.13036, 0.34428, -0.25539], [-1.15238, -1.03305, 0.99430], [-1.15835, 0.13048, 0.12117], [0.67461, 1.38625, -1.20162], [1.77602, -0.90922, -0.17867], [0.88572, 0.96352, -2.19408], [-0.05759, 2.19026, -1.33155], [-2.01407, 0.76703, -0.04437], [0.09971, -1.99261, 1.83362], [1.59962, 1.85110, -0.84424]], "forces_ev_per_angstrom": [[-0.764, 0.618, -0.739], [-0.011, 0.159, -0.073], [-0.446, -0.163, 0.037], [-0.080, -0.118, 0.175], [-0.227, -0.050, 0.182], [-0.026, 0.106, 0.144], [-0.006, -0.032, 0.130], [-0.492, -0.167, 0.215], [-0.109, -0.025, 0.273], [0.078, -0.265, 0.035], [0.140, -0.049, -0.147], [2.068, 0.201, -0.337], [-0.126, -0.216, 0.105]]}

---

{"formula": "C2H9N6", "method": "ωB97M-V/def2-TZVPD", "total_charge": 1, "relative_energy_ev": 1.5218, "e_lumo_ev": -4.72, "gap_ev": 8.65, "e_homo_ev": -13.37, "symbols": ["N", "N", "N", "N", "N", "N", "C", "C", "H", "H", "H", "H", "H", "H", "H", "H", "H"], "positions_angstrom": [[0.43517, 1.88703, 0.72138], [0.12577, 0.61778, 0.34179], [-1.07730, 0.37013, -3.01103], [-0.80220, -1.55635, -0.61012], [1.42098, -0.55233, 1.90557], [-0.69319, 1.13795, -2.09237], [-0.00374, -1.65067, 0.36214], [0.65014, -0.48686, 0.84164], [1.29892, -1.28884, 2.56950], [0.58308, 1.71750, 1.70349], [-0.96492, 2.08793, -2.51430], [0.14906, -2.61530, 0.97420], [1.74168, 0.30864, 2.41757], [-0.51732, 0.44764, -0.44042], [-1.33433, -2.38695, -0.81811], [-0.16038, 2.57750, 0.27058], [-0.85142, -0.61479, -2.62150]], "forces_ev_per_angstrom": [[0.893, -1.344, -0.150], [0.892, -2.078, 0.091], [1.284, -1.245, 2.123], [0.218, 0.193, 0.202], [1.635, 2.092, 2.043], [-2.012, 1.104, -3.257], [-1.206, -4.015, -0.032], [-1.550, 3.441, -0.066], [0.076, -0.824, -0.097], [-0.418, 2.136, 0.557], [0.738, -0.871, 1.093], [-0.105, 1.373, -0.951], [-0.322, -1.222, -1.160], [0.305, 0.517, -0.406], [0.074, -0.485, -0.012], [0.014, -0.125, 0.917], [-0.515, 1.353, -0.896]]}

---

{"formula": "C13H16Cl3NO5PSV", "method": "ωB97M-V/def2-TZVPD", "multiplicity": 2, "total_charge": -1, "relative_energy_ev": 0.4228, "s_squared": 0.76, "e_lumo_ev": [2.84, 2.84], "gap_ev": [5.92, 5.32], "e_homo_ev": [-3.09, -2.48], "symbols": ["V", "Cl", "Cl", "Cl", "S", "P", "O", "O", "O", "O", "O", "N", "C", "C", "C", "C", "C", "C", "C", "C", "C", "C", "C", "C", "C", "H", "H", "H", "H", "H", "H", "H", "H", "H", "H", "H", "H", "H", "H", "H", "H"], "positions_angstrom": [[-0.21798, 0.15499, -1.68368], [1.20998, -0.93927, -5.04715], [-2.58813, 0.51105, -1.95764], [0.31053, 1.55254, -3.73323], [-1.57086, -2.01390, 0.47466], [-0.00682, 2.26147, -0.30310], [1.75774, -0.25555, -1.87198], [1.35128, 0.07715, 1.21542], [-1.68304, -3.10609, -0.45579], [-2.78295, -1.33934, 0.85867], [3.69661, 0.22922, -2.90640], [-0.39076, -0.93811, 0.05098], [-0.33164, -3.91811, 3.84468], [1.18092, -2.13137, 3.21826], [1.72761, 0.50932, -4.14708], [0.35026, -1.86814, 2.14984], [-1.16381, -3.63972, 2.76807], [-1.02967, 2.24527, 1.22840], [0.50749, -0.79230, 1.09058], [0.82832, -3.17640, 4.06898], [1.50804, 3.09527, 0.26642], [-0.83098, 3.67103, -1.15532], [-1.63324, -0.81880, -2.85871], [-0.78198, -2.60135, 1.93659], [2.48426, 0.12925, -2.85415], [2.36249, 1.07147, -4.81808], [-1.82889, 3.36731, -1.47475], [-2.07071, -1.77123, -2.55998], [1.46249, -3.42002, 4.91235], [-0.26251, 3.94732, -2.04565], [2.10202, 2.40833, 0.86580], [-1.35980, 3.25102, 1.50046], [-1.89828, 1.60450, 1.06669], [-1.80623, -0.63879, -3.92194], [-0.58551, -4.72852, 4.51777], [-0.91629, 4.54589, -0.50503], [-0.45152, 1.82796, 2.05312], [2.10309, 3.40576, -0.59421], [2.07252, -1.53598, 3.36787], [-2.06493, -4.20965, 2.58366], [1.24087, 3.97654, 0.85459]], "forces_ev_per_angstrom": [[1.112, 0.525, 0.197], [0.008, 0.127, 0.174], [-0.628, -0.036, -0.135], [0.375, -0.157, -0.540], [0.485, 0.091, -0.147], [-0.687, -0.007, -0.109], [0.226, 0.161, -0.544], [0.085, 0.259, -0.251], [-0.062, 0.085, -0.154], [-0.143, 0.077, -0.064], [0.099, 0.000, -0.086], [0.009, -0.703, 1.657], [-0.007, -0.053, 0.058], [0.026, -0.146, 0.275], [-0.242, 0.070, -0.292], [0.039, 0.503, -0.488], [0.079, 0.138, -0.022], [0.114, -0.031, 0.046], [-0.358, -0.540, -0.009], [0.047, 0.134, -0.118], [0.158, 0.003, -0.021], [0.038, 0.093, -0.042], [-0.081, -0.045, -0.266], [-0.278, -0.470, 0.144], [-0.280, -0.292, 0.610], [0.009, 0.125, 0.068], [0.002, -0.014, 0.012], [-0.077, 0.083, 0.077], [-0.012, -0.009, 0.003], [-0.006, -0.008, 0.007], [-0.049, -0.036, -0.006], [0.022, -0.004, -0.002], [-0.005, 0.017, -0.014], [-0.104, 0.117, 0.031], [0.019, 0.018, 0.000], [0.013, -0.005, -0.005], [0.021, -0.053, -0.041], [-0.020, -0.013, -0.006], [-0.010, -0.021, 0.011], [0.015, 0.005, -0.012], [0.048, 0.012, 0.005]]}

---

{"formula": "C2H5FS2", "method": "ωB97M-V/def2-TZVPD", "relative_energy_ev": 3.1515, "e_lumo_ev": -0.28, "gap_ev": 8.93, "e_homo_ev": -9.21, "symbols": ["S", "S", "F", "C", "C", "H", "H", "H", "H", "H"], "positions_angstrom": [[-1.29126, 0.35337, -0.87881], [-2.47190, -0.62272, 0.45809], [0.26899, 1.40802, 0.79779], [0.28935, 0.47640, -0.14769], [1.22469, -0.64581, -0.02405], [1.74769, -0.75289, -0.95574], [-2.75046, 0.38404, 1.27066], [0.51721, 1.55595, -1.71278], [1.82786, -0.60913, 0.86061], [0.63783, -1.54723, 0.33193]], "forces_ev_per_angstrom": [[-0.332, 0.191, -0.986], [-0.114, -1.049, 0.280], [0.715, -0.031, 0.921], [-0.683, 2.836, -3.083], [-1.107, -1.406, 1.338], [0.295, -0.569, -0.076], [-0.099, 0.469, 0.264], [0.060, -1.958, 2.515], [1.069, 0.945, 0.119], [0.196, 0.573, -1.291]]}

---

{"formula": "C14H11ClFN5S", "method": "ωB97M-V/def2-TZVPD", "smiles": "Fc1ccc(-n2c(-c3cc(C4CC4)[nH]n3)n[nH]c2=S)cc1Cl", "e_lumo_ev": 0.57, "gap_ev": 8.57, "e_homo_ev": -7.99, "symbols": ["Cl", "S", "F", "N", "N", "N", "N", "N", "C", "C", "C", "C", "C", "C", "C", "C", "C", "C", "C", "C", "C", "C", "H", "H", "H", "H", "H", "H", "H", "H", "H", "H", "H"], "positions_angstrom": [[-1.41542, -3.35575, 1.22527], [-3.17835, 0.71901, -4.01505], [-4.01598, -2.07359, 1.79007], [-1.16607, 0.42224, -2.19673], [0.56563, 1.18281, -3.33686], [2.31104, 0.11379, -1.16415], [-0.54707, 1.24513, -4.09341], [2.78392, 0.07188, 0.07313], [0.19493, 0.68296, -2.20207], [3.48956, 0.85943, 2.96224], [-3.32369, -1.47551, 0.80794], [-1.64910, 0.79878, -3.43710], [1.04697, 0.49850, -1.05025], [-3.15140, 0.27178, -0.81776], [-1.37396, -1.34736, -0.57603], [3.04884, -0.56207, 3.07162], [-2.07753, -1.97325, 0.43754], [2.13193, 0.45737, 2.44369], [0.71253, 0.70834, 0.30542], [-1.90282, -0.21489, -1.18870], [1.86713, 0.42495, 1.00524], [-3.86326, -0.36802, 0.17961], [3.74144, -0.20336, 0.22482], [-0.52256, 1.60526, -5.03304], [-0.22524, 1.03601, 0.70315], [-4.83524, -0.01414, 0.48331], [1.27019, 0.76757, 3.01991], [4.25398, 1.11472, 2.24386], [-3.56266, 1.13649, -1.31148], [3.52586, 1.45761, 3.85922], [2.78062, -0.94530, 4.04359], [-0.41939, -1.74131, -0.88624], [3.50514, -1.30009, 2.42925]], "forces_ev_per_angstrom": [[-0.020, -0.040, 0.047], [-0.697, -0.043, -0.390], [0.133, 0.047, -0.148], [0.512, 0.507, -0.898], [0.848, 0.053, 0.322], [-0.113, -0.148, -0.975], [-0.537, -0.396, 0.749], [-0.122, 0.120, 0.383], [-0.011, 0.243, -0.666], [0.002, 0.115, 0.089], [0.088, -0.019, -0.024], [0.113, 0.072, -0.274], [0.747, -0.079, 0.808], [0.235, -0.016, 0.039], [-0.263, 0.117, -0.153], [-0.057, -0.082, 0.104], [-0.213, 0.147, 0.021], [0.069, 0.001, 0.188], [0.412, 0.009, 0.080], [-0.520, -0.484, 0.578], [-0.348, 0.060, -0.203], [0.101, -0.184, 0.130], [-0.122, 0.027, -0.082], [-0.082, -0.052, 0.119], [-0.177, 0.050, 0.173], [-0.097, 0.018, 0.055], [0.074, -0.021, 0.045], [0.021, -0.008, -0.124], [-0.001, 0.046, -0.026], [-0.030, 0.016, 0.076], [-0.032, 0.015, 0.078], [0.070, -0.066, 0.005], [0.015, -0.023, -0.124]]}

---

Values of largest force on an atom, in order: 0.55, 2.11, 4.19, 1.80, 4.24, 1.15, all in eV Å⁻¹.